Entry 1:
C18H25N3O5 | ωB97M-V with the def2-TZVPD basis set

Geometry as XYZ:
```
51
Properties=species:S:1:pos:R:3:mulliken_charge:R:1
H -2.72318 1.07318 -1.71409 0.35
H 3.25950 6.06531 -4.56458 0.43
O -2.13051 -2.21408 -0.80862 -0.69
H -2.27840 -5.22332 5.66596 0.27
H 2.38398 4.60669 -5.03158 0.31
C 0.17069 -0.03753 0.79593 0.34
C -1.16722 2.51305 -2.02707 0.51
C 2.54096 5.32150 -4.22689 -1.49
C -1.74421 1.30134 -1.29501 -0.70
C -0.81098 0.08486 -1.40287 -1.21
H 0.91757 -0.26815 2.66517 0.25
H -4.10738 -5.27032 2.02325 0.35
H 0.44359 -2.05716 4.29094 0.39
H 0.36189 2.46490 -0.67862 0.34
H -1.20597 -0.64041 -2.11456 0.49
N -0.67337 -0.61144 -0.12826 0.03
C -3.28570 -5.94645 2.27645 -0.93
C -1.22651 -2.41253 1.36720 -0.72
H -0.92083 -6.16609 5.00193 0.27
N 0.29291 -0.68861 1.99063 -0.05
H 2.57152 2.95406 -1.69856 0.36
H 4.38538 3.28091 -4.05415 0.34
H -2.75187 -6.23055 1.36498 0.35
C 4.44329 4.01820 -3.25624 -1.59
H 0.91237 4.81410 -1.28222 0.23
C -1.40973 -1.78129 0.06449 0.93
C -0.21279 -2.47199 3.54260 -0.79
H 0.18868 0.39432 -1.71744 0.52
O 0.78355 0.99061 0.57749 -0.79
C 0.75554 4.03310 -2.03471 -1.00
H 1.94024 2.80427 -3.34193 0.22
H 3.15496 5.34473 -2.17185 0.24
C 3.06195 4.61045 -2.98051 0.72
C -0.37061 -1.85080 2.31303 -0.03
H -3.68582 -6.83911 2.75467 0.24
C -1.19166 -5.29729 5.60381 -0.74
C -0.88848 -3.64602 3.85852 0.40
O -2.41801 -5.37323 3.22688 -0.46
H 5.13950 4.79673 -3.55969 0.43
H -2.55879 -3.98314 0.91216 0.60
H -1.87194 1.57322 -0.24527 0.40
H 0.17270 4.44390 -2.86095 0.44
O -0.61539 -4.11094 5.09683 -0.48
C 2.10655 3.50513 -2.52088 -0.52
O -1.69353 3.00831 -3.00193 -0.68
H -0.77540 -5.40335 6.60529 0.29
N -0.03788 2.97288 -1.45978 0.05
H 1.60015 5.82580 -4.02613 0.37
C -1.90934 -3.59023 1.67686 -0.35
C -1.76166 -4.21949 2.89689 1.37
H 4.83968 3.53197 -2.36760 0.39
```

Properties
SMILES string = COc1cc2[nH]c(=O)n(CCC(=O)NCCC(C)C)c(=O)c2cc1OC

***

Entry 2:
C18H25N5 | ωB97M-V with the def2-TZVPD basis set

Geometry as XYZ:
```
48
Properties=species:S:1:pos:R:3:mulliken_charge:R:1
H 1.25731 -0.28835 -3.94257 0.36
H -4.95400 -0.20554 -1.92418 0.42
H 1.58109 -2.01172 -4.12385 0.44
H -3.66593 -0.27381 -3.12481 0.34
H -1.22927 -1.15221 -0.36597 -0.01
H 5.62951 0.07917 0.13158 0.35
H -0.35616 -1.64984 -2.65732 0.12
C -3.08975 0.58893 -1.24903 -0.81
N -2.03802 -0.50883 2.52225 -0.62
H 2.60206 -1.02754 -3.07815 0.28
H 0.94999 -2.42113 -1.76908 0.44
C 1.19256 0.16987 2.39360 -0.45
C -1.37412 0.01383 1.75386 -0.30
N 1.35521 -0.10702 3.48915 -0.57
C 2.96833 -0.54814 -0.24044 -1.39
H 3.67765 0.16836 1.67227 0.36
H 3.22454 0.38827 -0.74260 0.43
H -3.55410 -1.74272 0.45328 0.25
N -1.31724 3.09838 0.54849 -0.56
C 0.59537 -0.36336 -1.21465 0.10
H 0.89632 0.58109 -1.68488 0.38
H -3.46101 1.59062 -1.49259 0.34
C 1.58246 -1.18437 -3.41825 -1.41
C -3.65634 -1.90019 -1.71748 0.09
C -3.89481 -0.42917 -2.06611 -0.86
H 5.48241 -1.67820 0.04393 0.36
C 0.96026 0.50551 1.00224 1.86
H 5.89530 -0.90130 1.57299 0.41
H -5.17024 -2.02485 -0.18627 0.35
C -0.57633 0.61821 0.70703 1.67
C 1.46678 -0.59513 0.02806 -0.29
H 1.21186 -1.56733 0.47092 0.65
H 3.50895 -1.58553 1.57215 0.34
H -3.99382 -3.33775 -0.14566 0.37
H -4.20905 -2.50910 -2.43753 0.42
C 1.62117 1.77052 0.73093 -0.50
C -4.11848 -2.27024 -0.31261 -1.25
H -2.59905 -2.14923 -1.83825 -0.13
H 3.21000 -1.37026 -0.91742 0.62
H -3.25280 0.43342 -0.18084 0.33
C 0.64718 -1.49005 -2.25361 -0.35
C 5.29969 -0.80679 0.66919 -1.49
N 2.16112 2.75204 0.51274 -0.61
C 3.82109 -0.69570 1.01961 -0.27
C -0.98993 2.00661 0.59485 -0.26
N -1.65746 0.60428 -1.50691 -0.16
C -0.81213 -0.16477 -0.63716 -0.27
H -1.46603 0.40959 -2.48177 0.46
```

Properties
SMILES string = CCCCN[C@H]1[C@H](CC)[C@@H](CCC)C(C#N)(C#N)C1(C#N)C#N

***

Entry 3:
C18H25N5O | ωB97M-V with the def2-TZVPD basis set

Geometry as XYZ:
```
49
Properties=species:S:1:pos:R:3:mulliken_charge:R:1
H -3.37469 -5.30160 -3.71974 0.36
H 0.43044 1.81884 5.33361 0.33
H 0.55588 0.14233 5.84351 0.42
C 1.85071 0.65245 4.18808 -0.82
H 2.68731 0.70475 4.88746 0.50
C -1.06734 -1.10048 -1.66639 0.36
H -1.44323 -4.05312 -2.84536 0.39
C 2.01964 1.73003 3.11739 -0.51
H 1.10258 1.79388 2.53341 0.26
H 1.28996 2.53391 0.44117 0.22
H 3.45902 3.21009 -1.59429 0.35
H -2.94956 -0.47722 -4.61460 0.34
C -3.28255 -4.24357 -3.91860 -0.55
N -1.61327 -0.21089 2.19339 -0.35
H 2.47496 4.38847 -0.72458 0.36
C 2.27298 2.35904 -0.00265 0.30
C -4.12592 -2.23670 -4.91396 -0.59
C 0.14631 -0.76109 -0.90985 0.68
H 1.86905 -0.33195 3.71801 0.29
C -0.66495 0.45044 4.15984 -0.20
N -0.14661 -0.46704 0.41432 0.12
C -0.89036 -1.42870 -3.11885 -0.92
H -1.63549 0.50598 4.66487 0.41
H 0.03416 -2.00450 -3.21737 0.40
C -2.06433 -2.18191 -3.67445 0.51
H 4.11475 1.41029 2.78641 0.37
C 0.54170 0.79436 4.96442 -0.89
H -4.87839 -1.72287 -5.49459 0.37
N -2.24553 -1.11836 -1.14091 -0.13
C 2.49511 3.37359 -1.11784 -1.57
N -2.44863 -0.82645 0.14250 -1.05
H -2.56610 -0.21601 2.55158 0.30
H 3.07417 0.44207 1.74685 0.28
C 3.19807 1.43252 2.19178 -0.67
C 3.35488 2.46166 1.07131 -0.87
O 1.28345 -0.72730 -1.32958 -0.71
C -1.42380 -0.51402 0.88123 0.44
H 1.72044 3.28242 -1.87560 0.40
H -0.74502 -0.49008 -3.66205 0.41
C -4.24982 -3.59215 -4.66481 -0.40
H 0.59468 -0.20511 1.05940 0.12
H 3.34742 3.46693 1.50035 0.33
H 2.28034 1.35417 -0.42969 0.04
H 4.32678 2.31453 0.59488 0.38
H 2.17510 2.69872 3.59831 0.42
H -5.09754 -4.13977 -5.05007 0.37
N -0.54995 0.10752 2.94890 0.03
C -2.19707 -3.54190 -3.42733 -0.26
C -3.03969 -1.53620 -4.41981 -0.40
```

Properties
SMILES string = CCCCCCC/C=N/Nc1nnc(Cc2ccccc2)c(=O)[nH]1

***

Entry 4:
C18H25N6O5 | ωB97M-V with the def2-TZVPD basis set

Geometry as XYZ:
```
54
Properties=species:S:1:pos:R:3:mulliken_charge:R:1
N -4.01741 -1.19672 9.22199 0.99
H 0.91350 1.18889 0.91616 0.25
C 2.57997 -0.03019 -7.85501 -0.26
H 1.90190 1.62443 2.41966 0.37
H 4.68510 1.48798 -5.64278 0.42
N 0.89623 -0.35156 2.38710 0.08
C 4.23453 1.20547 -6.58651 -0.29
H -0.17247 -0.11803 4.31264 0.14
N -2.62907 -0.10002 -2.31180 -0.58
H -4.91718 -1.67455 6.72488 0.44
H 0.93375 1.31889 -2.63922 0.28
O 3.15710 0.09532 -4.34954 -0.57
H -2.46306 -0.94243 0.00317 0.32
H 1.28882 -1.19230 4.35930 0.26
C 0.15604 0.67448 -3.15457 -0.56
O -4.92961 -1.99958 9.14185 -0.59
N -1.51902 -0.93172 -0.41603 -0.05
C -4.08380 -0.98351 6.76499 -0.33
H 1.49175 0.60085 4.27454 0.34
C 0.85488 -0.25535 3.86706 -0.68
H 5.58300 2.41231 -7.74023 0.38
C 4.17347 1.37568 -8.98805 -0.39
H -3.30451 -0.87362 -2.19914 0.30
C -3.58104 -0.45106 5.58392 -0.53
C -1.94030 0.79770 6.83671 -0.52
H 4.57595 1.78270 -9.90948 0.38
H -1.98865 0.56183 8.96437 0.44
H -4.02242 -0.72876 4.63357 0.39
H 2.65167 0.23113 -9.98424 0.37
H 2.51064 0.35736 1.16653 0.26
H -1.10557 1.48931 6.86005 0.39
N -0.09441 -0.53868 -2.31558 -0.20
C 1.61274 0.78655 1.72759 -0.79
O -3.49918 -0.84266 10.26553 -0.59
H -0.76909 1.26122 -3.42888 0.34
C 3.09221 0.50112 -9.03160 -0.51
H 0.60460 -1.36996 -0.05049 0.31
H -2.42308 -0.04033 -3.32126 0.31
C -0.40388 -0.55436 1.79422 0.45
O 1.70947 -1.05112 -5.48509 -0.62
H -0.64737 -2.48729 0.74702 0.30
H 1.73996 -0.71272 -7.90130 0.42
C -0.41940 -1.42447 0.44229 -0.62
H -2.11377 0.84213 4.69536 0.72
C -2.50889 0.43413 5.62032 -0.61
C -2.43891 0.27197 8.02270 -0.26
H -0.14206 -1.33108 -2.98289 0.29
O -1.48489 -0.10498 2.18231 -0.55
N 2.63752 -0.25066 -5.39952 0.96
C -1.38819 -0.52569 -1.66616 0.42
C -3.50499 -0.62088 7.97699 0.03
C 4.74177 1.72956 -7.76839 -0.49
H 0.62689 0.33036 -4.14608 0.04
C 3.15877 0.32292 -6.63901 0.17
```

Properties
charge = +1

***

Entry 5:
C18H25NO4 | ωB97M-V with the def2-TZVPD basis set

Geometry as XYZ:
```
48
Properties=species:S:1:pos:R:3:mulliken_charge:R:1
C -4.79774 1.12962 0.25759 -2.08
H -0.52495 0.30453 0.78824 -0.41
H -3.42137 -1.59870 2.15840 0.34
C -2.86329 0.43752 1.71629 -1.05
H -5.13345 1.33851 -0.75358 0.41
H -2.02394 -1.25563 -2.35500 0.50
C -3.31937 0.71728 0.26702 2.03
O 5.39468 0.77754 0.08350 -0.40
H -1.73177 -1.25596 2.51015 0.37
O -0.21639 -2.59808 -0.37670 -0.72
H -3.65335 0.70566 2.41770 0.48
H 3.56504 2.26388 0.96758 0.41
H 1.91712 -2.13492 -0.50491 0.51
C -2.54237 -1.05475 1.80997 -0.93
H -0.95264 2.87993 -0.31345 0.37
C -2.25377 -0.31384 -1.86090 -2.30
H 7.69201 1.49217 -0.94944 0.33
H -4.91375 2.04420 0.83721 0.50
C 1.37396 -0.24464 0.32795 0.44
C 6.36738 -0.11572 -0.41962 -0.26
C 3.18970 1.30472 0.64766 -0.70
C -0.70103 -1.59438 0.10459 -0.05
H 6.13121 -0.38538 -1.45871 0.36
C 7.71579 0.58429 -0.35299 -1.43
H -1.31341 0.20590 -1.69251 0.40
C 1.85118 0.99927 0.74300 -0.51
N 0.00206 -0.48908 0.45364 0.40
H -1.99578 1.04166 1.97876 0.35
C 4.09515 0.37408 0.13418 0.69
C -2.20085 -1.51913 0.39130 0.06
O -3.02504 2.58568 -1.23703 -0.59
H 8.49300 -0.07285 -0.73248 0.42
H 4.28840 -1.61056 -0.67969 0.39
O -1.35965 2.13162 0.15177 -0.38
H -4.01976 -2.24159 -1.50091 0.52
H 6.38649 -1.03326 0.18522 0.36
H 7.94383 0.85192 0.67508 0.33
H -4.93045 -0.74314 -1.58349 0.41
H -2.53728 -2.54919 0.24590 0.52
C 3.62028 -0.86546 -0.27809 -0.27
C 2.27353 -1.17150 -0.18188 -0.91
C -2.58329 1.89451 -0.36034 -0.55
C -3.01297 -0.59496 -0.56031 1.75
H -5.42393 0.36221 0.69925 0.50
H 1.16214 1.72826 1.14571 0.39
H -2.86324 0.28795 -2.53187 0.51
C -4.29246 -1.34699 -0.94543 -1.94
H -4.85566 -1.65322 -0.06831 0.44
```

Properties
SMILES string = CCOc1ccc(NC(=O)[C@H]2CC[C@@](C)(C(=O)O)C2(C)C)cc1

***

Values for gap between HOMO and LUMO, eV, ordered as above
8.82 10.18 9.04 8.02 8.43
Values for energy above the lowest of the compared OMol25 structures with the same formula, charge and spin, kcal per mole, ordered as above
3.40 4.97 58.63 0.00 14.96
Values for E_tot, Eh, ordered as above
-1241.44078 -974.61257 -1049.89257 -1405.16381 -1056.65664